{
  "formula": "C17H24CrN3O7S2Si",
  "method": "ωB97M-V/def2-TZVPD",
  "e_tot_ha": -3483.55926,
  "gap_ev": [7.95, 7.92],
  "fmax_ha_per_bohr": 0.066,
  "total_charge": 0,
  "spin_multiplicity": 4,
  "relative_energy_ev": 0.000,
  "symbols": ["Cr", "O", "C", "C", "O", "C", "C", "O", "C", "O", "O", "C", "Si", "C", "C", "C", "C", "C", "C", "N", "C", "S", "H", "H", "H", "H", "H", "H", "H", "H", "H", "H", "H", "H", "C", "O", "C", "O", "N", "N", "H", "H", "H", "H", "H", "H", "C", "S", "C", "H", "H", "H", "H", "H", "H"],
  "positions_angstrom": [[0.20857, 0.33135, 0.99327], [-2.78063, 0.15483, 6.07831], [-2.23895, 0.24473, 5.02384], [-2.35053, -0.76851, 3.83850], [-2.88984, -1.85673, 3.83363], [-1.62564, -0.12729, 2.81157], [-1.03018, 1.08013, 3.19773], [-0.21989, 1.68488, 2.36135], [-1.31946, 1.40674, 4.59958], [-0.86321, 2.29969, 5.23134], [-1.41092, -0.61524, 1.58218], [-1.05831, -0.69618, -5.87680], [-0.16170, -1.25515, -4.27732], [-0.71596, -2.94754, -3.81252], [1.71848, -1.21303, -4.48486], [-0.79142, 0.01853, -2.97221], [-1.69774, 1.03831, -3.35125], [-2.15518, 1.97938, -2.43339], [-1.71733, 1.93247, -1.08473], [-0.83565, 1.03500, -0.71995], [-0.31637, 0.09802, -1.63687], [0.93093, -0.87671, -0.94552], [-0.71208, -1.42563, -6.66288], [-0.86996, 0.33842, -6.31738], [-2.12550, -0.85611, -5.82128], [-0.41980, -3.63430, -4.57652], [-1.77063, -3.03700, -3.70907], [-0.29608, -3.20783, -2.83783], [2.00390, -2.04533, -5.14752], [2.19223, -1.31145, -3.50567], [2.06321, -0.30959, -4.95542], [-2.02983, 1.05234, -4.40553], [-2.73443, 2.83051, -2.82729], [-2.13075, 2.52797, -0.27830], [2.19160, -0.37880, 4.93146], [1.61341, -1.56779, 4.40146], [1.21943, -1.58096, 3.11386], [1.42752, -0.61650, 2.35101], [0.47544, -2.69184, 2.81894], [0.16628, -2.98371, 1.49134], [2.67669, -0.75829, 5.81118], [1.47334, 0.26079, 5.29902], [2.84083, 0.08533, 4.20969], [0.11916, -3.18533, 3.56826], [-0.82912, -2.81696, 1.34598], [0.41545, -3.91643, 1.23271], [1.90377, 2.55369, -1.06746], [2.15972, 1.79305, 0.54051], [1.78671, 3.25803, 1.62961], [0.81603, 2.45962, -1.27498], [2.49513, 2.15874, -1.88591], [2.19226, 3.60960, -0.94272], [2.43409, 4.05978, 1.39152], [1.84724, 2.86035, 2.65104], [0.72569, 3.52789, 1.47232]],
  "forces_ev_per_a": [[-0.19, 0.13, -0.67], [-0.31, -0.18, 0.75], [-0.25, -0.13, -0.17], [-0.51, -0.03, 1.34], [0.14, 0.29, 0.19], [1.00, 0.57, -2.16], [0.06, -0.75, -0.76], [-0.77, -0.54, 0.46], [-0.31, -1.62, -1.77], [0.40, 1.29, 1.36], [0.45, 0.59, 1.07], [1.23, -0.14, -1.14], [-0.32, 1.56, -0.19], [0.40, 0.26, 0.58], [-0.68, -0.55, 0.03], [0.20, 0.57, 0.40], [0.50, -0.74, 0.18], [0.13, 0.97, 0.19], [-0.98, -0.23, -1.43], [1.61, -2.17, -0.38], [-1.03, 1.13, -0.09], [-0.23, -0.12, 0.16], [-0.25, 0.65, 0.51], [-0.08, -1.27, 0.83], [-0.41, 0.05, 0.17], [0.41, -0.69, -0.36], [-1.04, 0.12, 0.03], [0.20, -0.17, -0.17], [0.03, 0.13, 0.33], [0.08, -0.12, -0.17], [0.10, 0.53, -0.15], [0.10, 0.23, 0.81], [0.00, -0.61, 0.63], [0.09, 0.34, -0.25], [1.19, -1.43, -0.17], [-0.71, -0.77, -1.58], [-1.21, 0.12, 0.42], [0.09, -0.72, 0.37], [2.17, 2.12, -1.52], [-0.75, 0.76, 0.30], [0.82, 0.07, 0.20], [-1.91, 1.62, 0.31], [0.31, 0.18, -0.04], [-0.82, -1.33, 1.70], [0.24, 0.10, -0.11], [0.28, -0.52, 0.19], [-1.00, 0.86, -0.01], [0.31, 0.53, 0.63], [-1.39, -1.61, -0.30], [0.98, 0.41, -0.24], [0.08, -0.48, 0.24], [-0.25, -0.34, -0.16], [0.86, 0.66, -0.06], [0.24, 0.44, -0.34], [0.70, 0.00, 0.04]],
  "mulliken_charge": [0.08, -0.54, 0.44, -0.07, -0.66, 0.93, 0.98, -0.23, -0.24, -0.61, -0.89, -1.16, 0.37, -1.03, -1.00, 0.30, -0.07, -1.03, -0.34, 0.44, 0.27, -0.54, 0.27, 0.29, 0.37, 0.36, 0.38, 0.27, 0.34, 0.30, 0.33, 0.26, 0.34, 0.53, -0.72, -0.44, 0.70, -0.28, 0.02, -0.37, 0.30, 0.28, 0.30, 0.21, 0.20, 0.24, -0.68, 0.05, -0.90, 0.06, 0.29, 0.39, 0.49, 0.21, 0.20]
}